1.
Here is an isolated molecule of C5H7NO from the Open Molecules 2025 dataset. Energies are from the ωB97M-V functional and the def2-TZVPD basis.

XYZ file:
```
14
Properties=species:S:1:pos:R:3
O 1.20733 2.12342 -0.99642
C 0.69563 1.25380 -0.34622
C 1.41030 -0.01208 0.16242
C 0.54360 -1.21625 -0.15656
C -0.78164 -1.11635 -0.23677
C -1.50945 0.18122 -0.00528
N -0.61777 1.34043 0.23010
H 1.57876 0.02276 1.25766
H 2.39481 -0.04789 -0.29476
H 1.03701 -2.16959 -0.33077
H -1.39089 -1.98111 -0.49312
H -2.14092 0.10550 0.89027
H -2.19940 0.38346 -0.83290
H -0.22738 1.13268 1.15237
```

Calculated values
HOMO-LUMO gap = 0.376 Ha
max |F| = 0.0261 hartree/bohr
highest occupied orbital energy = -9.54 eV
ΔE to the lowest compared entry with this formula, charge and spin = 30.4 kcal per mole
SMILES = O=C1CC=CCN1


2.
Here is an isolated molecule of C5H11PS from the Open Molecules 2025 dataset. Energies are from the ωB97M-V functional and the def2-TZVPD basis.

XYZ file:
```
18
Properties=species:S:1:pos:R:3
S 3.38343 -0.43854 -1.34284
P 1.75067 0.77386 -0.83941
C 0.49323 -0.69505 0.10931
C -0.79224 -1.05995 -0.68672
C -1.89208 0.14345 -0.22218
C -0.99968 1.01012 0.71703
C -0.00807 0.13927 1.32685
H 4.18234 -0.24232 -0.27600
H 0.98595 0.78788 -2.08328
H 1.16478 -1.39357 0.40498
H -1.15583 -2.07672 -0.39619
H -0.68240 -0.99774 -1.77483
H -2.73204 -0.17374 0.52875
H -2.29286 0.56899 -1.08350
H -0.37264 1.82580 0.15049
H -1.52066 1.63675 1.37653
H 0.83918 0.67922 1.88920
H -0.35107 -0.48771 2.20180
```

Calculated values
HOMO-LUMO gap = 0.342 Ha
max |F| = 0.0941 hartree/bohr
highest occupied orbital energy = -8.47 eV
ΔE to the lowest compared entry with this formula, charge and spin = 35.9 kcal per mole
SMILES = SPC1CCCC1


- Which of these has the highest max |F|?
  C5H11PS